[1]
2 unconnected molecules or ions with the total composition C4H11NO3 at a distorted geometry, computed with ωB97M-V/def2-TZVPD.

Output
frontier orbital gap: 10.212 eV
E_tot: -11957.833 eV
relative energy (zero: lowest compared OMol25 entry of this formula, charge and spin): 2.277 eV
SMILES: CN[C@H](C)C(=O)O.O

XYZ file:
```
19
C4H11NO3 ωB97M-V/def2-TZVPD
C 1.34813 1.16727 -0.15481
N 0.14926 0.62225 0.74159
C 0.21850 -0.83836 0.80581
C -0.86275 -1.27835 1.76393
C 1.61035 -1.32814 1.25954
O 2.34422 -0.83783 2.06184
O 2.09850 -2.08493 0.21785
H 2.14687 1.51349 0.42550
H 0.84852 1.83933 -0.76574
H 1.88732 0.37149 -0.75072
H 0.37716 1.05008 1.65788
H -0.08394 -1.22303 -0.21478
H -1.04050 -0.84695 2.68717
H -1.85341 -1.13995 1.33995
H -0.72872 -2.40779 1.87780
H 3.00667 -2.38405 0.25322
O -3.72696 2.28453 -4.19692
H -4.42504 2.41875 -4.88496
H -3.31417 3.10219 -4.12415
```

Atom charges from the Löwdin analysis, given in e for atoms 1 to 8:
1. C -0.050
2. N -0.043
3. C -0.369
4. C -0.064
5. C -0.475
6. O 0.122
7. O 0.072
8. H 0.048


[2]
3 unconnected molecules or ions with the total composition C4H11NO3 at a distorted geometry, computed with ωB97M-V/def2-TZVPD.

Output
frontier orbital gap: 3.821 eV
E_tot: -11951.649 eV
relative energy (zero: lowest compared OMol25 entry of this formula, charge and spin): 8.460 eV

XYZ file:
```
19
C4H11NO3 ωB97M-V/def2-TZVPD
O 1.55029 1.04720 0.22130
C 1.85519 0.25996 1.31387
N 1.82080 -1.26378 1.11695
C -2.76224 -0.51721 0.21983
C -1.51502 -0.22823 -0.29173
C -1.30408 1.22684 -0.41196
O -0.60662 -0.94747 -0.69989
H 2.89585 0.39668 1.66462
H 1.10065 0.43387 2.13332
H -3.06406 -1.51092 0.24455
H -3.53005 0.22337 0.47617
H 1.12911 -1.65808 0.47449
H -0.71846 1.58839 0.42687
H -0.67543 1.38419 -1.26902
H -2.37995 1.72304 -0.56733
H 2.78935 -1.55094 0.88054
H 1.33101 0.32891 -1.39139
H 0.71403 -0.83075 -2.20799
O 1.36963 -0.10506 -2.33320
```

Atom charges from the Löwdin analysis, given in e for atoms 1 to 8:
1. O -0.095
2. C -0.351
3. N 0.026
4. C 0.235
5. C -0.552
6. C -0.039
7. O 0.061
8. H 0.133


[3]
2 unconnected molecules or ions with the total composition C4H11NO3PS at a distorted geometry, computed with ωB97M-V/def2-TZVPD.

Output
charge: -1
frontier orbital gap: 7.245 eV
E_tot: -32084.522 eV
relative energy (zero: lowest compared OMol25 entry of this formula, charge and spin): 2.536 eV

XYZ file:
```
21
C4H11NO3PS ωB97M-V/def2-TZVPD
C -1.14625 1.74001 -1.43893
C 1.23492 1.10961 -0.79155
C -0.86468 -0.84360 0.35195
C -0.02261 0.74941 -1.48394
N -0.36319 -2.06493 -0.19684
O 1.54380 -1.20334 1.47080
O -0.16246 -1.22874 3.35250
O 0.41487 0.88370 2.29517
P 0.09077 -0.48104 1.84407
S -0.02716 -0.44390 -2.69938
H -1.42039 2.13826 -0.50585
H -0.68324 2.70318 -1.95378
H -1.87157 1.32703 -2.00604
H 1.65427 2.06403 -1.28024
H 1.09016 1.31823 0.21322
H 1.92983 0.31183 -0.84407
H -2.06463 -0.77163 0.36008
H 0.51683 -0.66970 3.78084
H -0.94046 -2.83466 -0.11965
H -0.15000 -1.93686 -1.18744
H 1.24118 -1.86689 0.83907
```

Atom charges from the Löwdin analysis, given in e for atoms 1 to 8:
1. C -0.150
2. C -0.166
3. C -0.357
4. C -0.831
5. N -0.145
6. O -0.211
7. O -0.245
8. O -0.363


[4]
3 unconnected molecules or ions with the total composition C4H11NO5 at a distorted geometry, computed with ωB97M-V/def2-TZVPD.

Output
charge: -2
frontier orbital gap: 7.413 eV
E_tot: -16054.446 eV
relative energy (zero: lowest compared OMol25 entry of this formula, charge and spin): 0.000 eV

XYZ file:
```
21
C4H11NO5 ωB97M-V/def2-TZVPD
C -0.26255 -0.13824 0.11856
C -1.43206 0.23777 1.00711
C -2.18398 1.48006 0.39493
O -2.65567 2.32748 1.38708
N 0.49291 -1.32467 0.58448
C 1.71802 -1.62326 -0.00846
O 2.17153 -2.79733 0.08538
O 2.33558 -0.66709 -0.57323
H 0.48309 0.64968 0.08725
H -0.58375 -0.26374 -0.92585
H -1.04403 0.56819 1.97478
H -2.11834 -0.60401 1.15993
H -1.45084 1.90882 -0.30116
H -3.05777 1.12253 -0.19914
H -0.08926 -2.10322 0.79945
H -2.92318 3.49872 0.65875
H -2.00727 4.79437 0.75483
O -2.82323 4.53603 0.27770
H 2.49177 -3.04252 -1.75965
H 3.61087 -2.32189 -2.40361
O 2.94246 -2.98311 -2.65021
```

Atom charges from the Löwdin analysis, given in e for atoms 1 to 8:
1. C -0.246
2. C -0.200
3. C -0.431
4. O -0.340
5. N 0.029
6. C -0.800
7. O -0.123
8. O -0.098


[5]
3 unconnected molecules or ions with the total composition C4H11NO5 at a distorted geometry, computed with ωB97M-V/def2-TZVPD.

Output
charge: -2
frontier orbital gap: 7.490 eV
E_tot: -16053.788 eV
relative energy (zero: lowest compared OMol25 entry of this formula, charge and spin): 0.657 eV

XYZ file:
```
21
C4H11NO5 ωB97M-V/def2-TZVPD
C 1.01132 -0.39467 1.21537
O 1.86050 -0.64451 0.12553
C -0.49047 -0.29407 0.94614
C -0.86444 0.72549 -0.12347
C -2.20494 1.45397 0.14327
O -3.20096 0.73777 0.43211
O -2.21763 2.70351 -0.01144
N -1.22764 -1.55759 0.80735
H 1.35394 0.52502 1.73158
H 1.16711 -1.18157 1.97444
H -0.89903 0.12758 1.86948
H -0.16686 1.56044 -0.28080
H -0.85513 0.37156 -1.16473
H -2.15397 -1.27708 0.49404
H -0.80264 -2.16161 0.11263
H 2.27243 0.81703 -0.45819
H 1.66228 1.81617 -1.48073
O 2.50739 1.48102 -1.18193
H 1.28121 -0.98395 -2.05068
H 0.98994 -1.91615 -1.05599
O 0.97759 -1.90836 -2.04398
```

Atom charges from the Löwdin analysis, given in e for atoms 1 to 8:
1. C -0.384
2. O -0.366
3. C -0.406
4. C -0.115
5. C -0.743
6. O -0.117
7. O -0.123
8. N 0.029


[6]
A gas-phase ion, C4H11NOP (charge +1) at a distorted geometry, computed with ωB97M-V/def2-TZVPD.

Output
2S+1: 3
charge: +1
frontier orbital gap (spin up / spin down): 7.213 / 6.717 eV
E_tot: -17139.321 eV
relative energy (zero: lowest compared OMol25 entry of this formula, charge and spin): 2.033 eV

XYZ file:
```
18
C4H11NOP ωB97M-V/def2-TZVPD
C 1.28702 0.31075 0.02103
C 2.16964 -0.79804 0.42998
C -1.77606 1.02502 0.74434
C -0.05162 -0.06733 -0.65758
N -0.92880 1.16076 -0.39925
O 1.47563 1.53589 0.21187
P -0.85317 -1.69830 -0.06540
H 2.62370 -1.41899 -0.43472
H 2.98637 -0.42925 1.06333
H 1.47869 -1.47230 1.05185
H -2.19833 0.07721 0.81741
H -1.21901 0.97742 1.76410
H -2.49320 1.87009 0.69440
H 0.41020 0.16627 -1.86506
H -1.41282 1.19496 -1.26709
H -0.13498 1.96157 -0.45680
H -1.71919 -2.13225 -1.03628
H 0.35594 -2.26347 -0.61612
```

Atom charges from the Löwdin analysis, given in e for atoms 1 to 8:
1. C -0.511
2. C -0.056
3. C -0.070
4. C -0.450
5. N -0.060
6. O 0.173
7. P 0.940
8. H 0.124


[7]
A single C4H11NOS molecule at a distorted geometry, computed with ωB97M-V/def2-TZVPD.

Output
frontier orbital gap: 10.008 eV
E_tot: -18698.862 eV
relative energy (zero: lowest compared OMol25 entry of this formula, charge and spin): 1.057 eV
SMILES: N[C@H](CO)CCS

XYZ file:
```
18
C4H11NOS ωB97M-V/def2-TZVPD
N 0.43488 0.74374 -1.38293
C 0.37011 0.31459 0.05081
C 1.79484 0.10550 0.56853
O 2.66940 1.13970 0.16369
C -0.39586 -0.96463 0.24196
C -1.91503 -0.96599 -0.00436
S -2.84564 0.19475 1.01391
H -0.53027 0.63603 -1.72407
H 0.54308 1.74808 -1.38938
H -0.02718 1.19378 0.56839
H 1.88398 0.02058 1.65176
H 2.16073 -0.87484 0.21232
H 2.58818 1.18786 -0.79626
H -0.24780 -1.37042 1.24362
H 0.09742 -1.70141 -0.40550
H -2.16107 -0.79149 -1.04781
H -2.30998 -1.93313 0.29758
H -2.10978 1.31730 0.73772
```

Atom charges from the Löwdin analysis, given in e for atoms 1 to 8:
1. N 0.047
2. C -0.415
3. C -0.245
4. O -0.064
5. C -0.246
6. C -0.573
7. S 0.701
8. H 0.071